# 1
63
Properties=species:S:1:pos:R:3:forces:R:3:nbo_charge:R:1 method="wB97M-V/def2-TZVPD" smiles=COc1cc(OC)cc(N(CCNC(C)C)c2ccc3ncc(-c4cnn(C)c4)nc3c2)c1 largest_force_ha_per_bohr=0.0172 homo_energy_ev=-7.39 molar_mass_g_mol=446.6 de_lowest_kj_mol=0.0 total_energy_ev=-39446.717
H -6.0547 2.1605 -0.1791 -0.0992 -0.0537 -0.0674 0.21
C 5.9812 -1.1604 -0.4706 -0.1606 0.4629 0.0953 0.01
H 9.0168 -2.5252 -0.4399 -0.0949 -0.0052 -0.0122 0.24
H -4.7743 -5.4574 -1.5969 0.0512 -0.0148 0.0782 0.20
H -2.5980 3.7818 1.7968 0.1093 0.0148 0.0463 0.22
C 7.9535 -2.6764 -0.6134 0.2280 -0.4633 -0.0929 -0.41
C 7.1240 0.6275 0.1189 -0.3550 -0.2434 -0.1057 -0.04
C -0.9738 -1.4043 0.6362 0.2201 -0.0708 0.4117 -0.41
H -3.8079 0.5693 -0.5047 -0.0591 0.0048 -0.0679 0.21
N 7.2921 -1.4262 -0.3772 -0.4730 0.3084 0.0245 -0.15
C -0.0969 0.9417 -0.7095 0.8104 -0.0147 0.0160 0.17
H -6.2523 3.1507 1.2668 -0.1418 0.0234 0.0810 0.21
C -3.6425 3.9518 1.5502 -0.0800 -0.3826 -0.0379 -0.61
C -1.2521 -2.6575 1.1457 -0.0584 0.0722 -0.1318 0.43
C 5.8133 0.1807 -0.1541 0.4765 -0.4449 -0.0471 -0.20
C -1.5814 -0.9689 -0.5502 -0.2280 -0.5183 0.1014 0.23
H 1.1207 -2.1628 2.3218 -0.0374 0.0022 0.0135 0.18
C -4.1851 2.7772 0.7384 -0.1779 0.2987 0.1262 -0.04
H -4.2070 4.0688 2.4711 -0.0628 0.0991 0.1062 0.21
C 2.2982 0.9259 -0.4003 -0.0926 0.6538 0.1696 0.21
H 5.2550 -1.8966 -0.7460 -0.1455 -0.1860 -0.0664 0.23
C -3.5286 1.3757 -1.1872 0.1601 -0.0051 -0.3156 -0.23
N -1.2883 0.2981 -1.0387 -0.1853 0.1309 -0.0331 -0.45
C -2.5009 -1.8034 -1.1735 -0.0261 0.1598 -0.1659 -0.36
H -1.7431 1.8685 -2.3021 -0.0319 -0.1033 -0.0422 0.22
H 1.1494 -0.7868 -0.9690 0.0154 -0.0878 -0.0330 0.23
H -2.4681 0.3278 -2.7552 0.0529 0.0931 -0.0454 0.20
H 5.4217 2.8395 0.4343 0.1418 -0.0255 0.0104 0.19
H -3.7180 4.8744 0.9780 -0.0194 0.1514 -0.0675 0.20
H 7.4605 1.6032 0.4062 0.1101 0.2052 0.0643 0.21
O -3.7080 -3.7847 -1.3529 0.2238 0.3868 0.0162 -0.49
H -1.0749 2.8161 -0.3363 -0.0312 0.0097 0.0099 0.24
C -4.0412 -5.0702 -0.8906 -0.0551 -0.2277 0.0896 -0.25
H -5.7509 3.9011 -0.2509 -0.0135 0.1106 -0.0680 0.20
H 0.5985 -3.0161 3.7966 0.0065 0.0833 -0.0449 0.20
H 7.5797 -3.4442 0.0665 0.0390 0.0493 -0.0247 0.21
C -2.7908 -3.0616 -0.6464 0.0972 0.0148 0.1644 0.35
C -0.1166 2.3201 -0.3822 0.1100 0.1766 0.0821 -0.20
H -0.2967 -0.7397 1.1449 0.0523 -0.0176 0.0737 0.23
N 3.4634 0.2464 -0.4145 0.4713 -0.0588 0.0407 -0.42
C 4.5648 0.9114 -0.1276 -0.6792 -0.1293 -0.1127 0.18
C 1.1039 0.2615 -0.7175 -0.3717 0.1735 -0.0907 -0.26
H -3.1683 -5.7306 -0.8760 -0.0322 0.0285 0.0114 0.18
C -5.6555 3.0109 0.3694 0.3150 -0.2344 0.1158 -0.63
H 7.7966 -3.0065 -1.6420 0.0293 0.0286 0.0544 0.21
C -2.2287 0.9754 -1.9057 -0.5281 -0.1022 -0.0260 -0.20
C 4.5190 2.2947 0.1938 -0.1891 0.1129 -0.0006 0.02
H -4.1105 1.8649 1.3431 0.0011 0.0723 -0.0407 0.19
H -3.3677 3.3982 -1.0159 -0.0003 -0.0238 0.0428 0.35
H -4.4850 -5.0352 0.1095 0.0299 -0.0030 -0.0351 0.18
C 1.0331 2.9887 -0.0782 -0.0456 -0.1170 -0.0846 -0.18
H 1.0251 4.0354 0.1847 -0.0039 0.1091 0.0231 0.22
H -4.3291 1.4780 -1.9370 0.0193 -0.0780 0.0966 0.17
C 0.2653 -2.3999 2.9627 0.1784 0.1621 0.1237 -0.25
C 2.2695 2.3143 -0.0828 -0.1014 -0.5724 -0.1269 0.05
N 7.9925 -0.3510 -0.0207 0.8567 0.1553 0.1457 -0.26
H -0.1640 -1.4702 3.3502 0.0204 -0.0290 -0.0297 0.18
C -2.1647 -3.5000 0.5059 -0.1444 -0.2646 -0.0113 -0.42
H -2.3515 -4.4646 0.9449 -0.0553 -0.1425 0.0213 0.23
N -3.3189 2.5825 -0.4116 0.0549 0.0520 -0.0584 -0.64
N 3.4073 2.9746 0.2163 0.2708 0.2182 0.0946 -0.36
O -0.6949 -3.1694 2.2815 -0.3174 -0.0908 -0.3347 -0.51
H -3.0142 -1.5273 -2.0777 -0.0547 0.0864 -0.1296 0.22

=====

# 2
64
Properties=species:S:1:pos:R:3:forces:R:3:lowdin_spin:R:1 method="wB97M-V/def2-TZVPD" total_charge=+3 largest_force_ha_per_bohr=0.0059 homo_energy_ev="-15.94 / -17.65" molar_mass_g_mol=655.7 spin_multiplicity=5 s_squared=6.057 de_lowest_kj_mol=0.0 total_energy_ev=-50896.695
C 0.9009 0.7125 -4.8613 0.0025 0.0147 0.0759 0.00
C -1.9307 -1.1617 1.4794 0.0095 -0.0193 -0.0316 0.17
N 2.7219 2.5451 -3.2048 0.0308 0.0353 -0.0431 0.04
H -0.5320 -0.8982 -4.6619 0.0021 0.0033 -0.0032 0.00
C -0.3567 -0.3375 3.1653 0.0995 -0.0211 0.0687 0.19
C 3.7016 3.0662 -5.4345 0.0043 -0.0019 0.0057 0.00
H 1.5931 3.0964 -4.8863 0.0066 0.0078 0.0082 0.00
H 3.4563 2.8780 -2.5933 0.0066 0.0075 0.0020 0.00
H 4.6650 3.3138 -4.9887 -0.0040 -0.0001 -0.0002 0.00
H -4.2723 1.3086 -0.5235 0.0115 0.0158 0.0118 0.00
C -3.6301 -1.4010 -0.2458 -0.0138 -0.0356 0.0015 0.02
H 3.1506 -2.0296 -0.2182 -0.0028 -0.0054 0.0169 0.00
H -4.1123 -1.0483 -1.1493 0.0007 -0.0013 0.0135 0.00
C -4.1066 -2.5819 0.3624 -0.0169 -0.0236 -0.0043 0.21
Pt 0.7496 0.1631 0.1296 0.1403 -0.1105 -0.2429 1.10
C 3.3727 -2.7894 1.8784 -0.0041 -0.0039 -0.0400 0.01
H -1.9338 -2.7155 2.9822 -0.0006 0.0061 0.0024 0.00
C -0.6394 0.5849 5.3901 -0.0087 0.0131 0.0123 0.05
H 4.1102 -3.5717 1.8303 -0.0067 0.0099 -0.0027 0.00
H 1.6878 1.8133 6.8731 -0.0083 0.0051 0.0050 0.02
C 1.3180 0.7841 6.9700 -0.0009 -0.0174 -0.0275 0.05
C -3.4837 -3.0294 1.5550 -0.0118 -0.0124 -0.0117 0.03
C 2.8821 -2.0092 0.8259 0.0489 -0.0209 -0.0002 0.02
N 1.8448 -1.3649 2.5965 0.0182 -0.0023 -0.0026 0.03
H -4.7990 -4.0651 -0.9746 -0.0026 -0.0067 0.0082 0.02
S 2.4634 1.0400 -1.0812 -0.0892 0.0060 0.0919 0.52
H 0.7010 0.0868 -2.8455 0.0064 -0.0002 -0.0091 0.00
H 3.7334 2.0271 -5.7622 0.0003 0.0003 -0.0018 0.00
H -5.9057 -2.7108 -0.7964 -0.0028 0.0006 -0.0023 0.00
N 1.1514 0.8008 -3.4012 0.0671 -0.0203 -0.0549 0.02
H 2.5470 4.3662 -4.1552 0.0062 0.0140 0.0017 0.00
C 2.6965 -2.3529 2.9835 -0.0226 0.0254 0.0413 0.01
C 2.0522 1.5112 -2.7483 -0.1351 -0.0397 -0.0235 0.06
H 1.8361 0.9152 -5.3789 0.0018 -0.0049 0.0005 0.00
C -2.5887 -0.6887 0.2821 0.0347 -0.0083 0.0122 0.12
N -0.8513 -0.5624 1.9531 -0.1134 0.0482 -0.0179 0.53
H -0.3453 2.8338 -1.3617 0.0122 0.0220 0.0140 0.00
C -1.1657 0.2637 4.1799 0.0208 0.0118 -0.0287 0.09
C -2.5622 2.5773 -1.1837 0.0381 0.0157 -0.0363 0.01
H -2.9983 3.4815 -1.5714 0.0102 -0.0019 0.0147 0.00
H 0.5746 0.7860 7.7651 -0.0027 0.0011 0.0001 0.00
H 3.5709 3.6985 -6.3116 -0.0015 -0.0017 0.0030 0.00
H 0.1702 1.4677 -5.1488 -0.0154 0.0090 -0.0007 0.00
C -1.2074 2.2518 -1.0814 -0.0458 0.0329 -0.0387 0.01
C 0.3968 -0.6778 -5.1923 -0.0029 -0.0136 -0.0008 0.00
C 2.5656 3.3208 -4.4607 0.0107 -0.0216 0.0283 0.00
H -3.8514 -3.9285 2.0331 -0.0008 0.0101 0.0046 0.00
H 2.5871 -0.4244 4.9014 -0.0129 0.0116 -0.0019 0.00
N 1.9656 -1.1521 1.2560 -0.0713 0.0626 0.0766 0.06
C 1.5425 -0.2386 4.6836 -0.0025 0.0172 0.0587 0.02
H 0.1869 -0.7427 -6.2581 0.0001 -0.0041 -0.0001 0.00
H 1.1394 -1.4374 -4.9480 -0.0039 0.0019 -0.0007 0.00
H -5.7619 -3.9338 0.4905 -0.0018 0.0017 0.0027 0.00
H 2.7352 -2.6771 4.0106 0.0038 -0.0072 -0.0176 0.00
N -2.2936 0.5810 -0.2781 0.0082 0.0086 0.0636 0.03
C 0.7358 0.3629 5.6736 0.0309 0.0103 0.0223 0.22
C -5.2164 -3.3537 -0.2512 0.0171 0.0147 -0.0053 0.04
N -1.0427 1.0490 -0.5430 0.0161 0.0790 0.0404 0.05
C 1.0336 -0.5999 3.4675 -0.0409 -0.0516 -0.0397 0.11
H -2.2044 0.4625 3.9493 0.0030 -0.0002 -0.0065 0.00
C -2.4301 -2.3575 2.0892 -0.0086 0.0015 -0.0168 0.10
H 2.1676 0.1662 7.2559 0.0055 0.0022 -0.0004 0.00
H -1.2656 1.0302 6.1529 0.0001 -0.0068 -0.0034 0.00
C -3.2204 1.4956 -0.6643 -0.0194 -0.0626 0.0084 0.01